A 2-piece molecular cluster, C9H14N2O3 overall in a non-equilibrium geometry. Source: the Open Molecules 2025 dataset; level of theory: the ωB97M-V functional and the def2-TZVPD basis.

Element x y z (Å)
C: 1.522 -3.045 0.953
C: 0.342 -2.184 0.753
N: 0.463 -1.108 -0.162
C: 0.673 -1.317 -1.525
C: 0.747 -0.121 -2.119
N: 0.501 0.806 -1.133
C: 0.973 2.171 -1.231
C: 0.229 0.182 0.087
C: -1.028 0.659 1.217
O: -0.873 2.072 1.378
C: 0.236 2.562 2.157
H: 1.386 -3.556 1.967
H: 2.468 -2.423 1.006
H: 1.652 -3.734 0.210
H: -0.073 -1.743 1.704
H: -0.460 -2.900 0.373
H: 0.873 -2.317 -1.899
H: 0.725 0.133 -3.095
H: 0.366 3.045 -1.250
H: 1.705 2.308 -0.417
H: 1.642 2.284 -2.105
H: -0.690 0.193 2.151
H: 0.389 3.549 1.761
H: 0.997 1.766 1.963
H: 0.013 2.545 3.274
O: -5.553 1.011 -1.861
C: -4.915 0.064 -1.992
O: -4.311 -0.902 -2.164

Atomic forces in eV per Å
C 1.9 1.8 3.7
C -3.4 -0.7 1.0
N 0.2 -0.2 -1.5
C 0.8 -1.0 0.1
C -0.7 -1.0 2.9
N -0.8 0.8 1.2
C 2.7 0.2 0.1
C -2.1 1.1 0.6
C 3.3 1.1 -1.6
O -0.7 -0.5 0.0
C -1.2 -2.4 0.4
H 0.4 0.4 -1.5
H -0.9 -0.7 0.1
H 0.3 -2.0 -1.9
H 0.6 -0.6 -0.9
H 0.5 1.1 0.5
H -0.3 0.3 0.0
H 0.5 0.8 -2.9
H -1.5 0.0 0.2
H -0.5 0.1 0.0
H -0.5 -0.4 0.1
H -0.1 -0.2 0.3
H 0.7 0.4 0.2
H 0.4 1.2 0.2
H 0.2 0.2 -1.2
O -0.4 0.8 0.2
C -0.1 -0.2 -0.2
O 0.5 -0.6 0.0

Results
net charge	0
multiplicity	1
max |F|	4.5	eV/Å
structure (SMILES)	CCN1C=CN(C)/C1=C\OC.O=C=O
LUMO	0.024	Eh

Results of the Mulliken charge analysis, in e, for atoms 1 through 6: atom 1 (C): -1.1706, atom 2 (C): -0.4479, atom 3 (N): 0.3261, atom 4 (C): -0.4478, atom 5 (C): -0.6448, atom 6 (N): 0.2600



C9H14N2S in the gas phase in a non-equilibrium geometry. Source: the Open Molecules 2025 dataset; level of theory: the ωB97M-V functional and the def2-TZVPD basis.

Element x y z (Å)
C: -0.223 -3.500 1.515
C: 0.107 -2.514 0.571
C: -0.274 -1.090 0.735
C: 0.360 -0.349 -0.213
C: 0.218 1.110 -0.273
C: 1.115 2.135 0.456
C: 0.150 3.261 0.979
C: -1.083 3.026 -0.021
N: -1.163 1.515 0.062
C: -2.258 1.068 -0.888
S: 1.324 -1.323 -1.246
N: 0.933 -2.733 -0.442
H: 0.523 -4.420 1.420
H: -1.230 -3.864 1.162
H: -0.124 -3.191 2.580
H: -0.821 -0.571 1.494
H: 0.372 1.466 -1.260
H: 1.756 1.670 1.314
H: 1.938 2.644 -0.097
H: -0.149 3.225 2.028
H: 0.518 4.294 0.795
H: -0.967 3.457 -1.053
H: -2.140 3.304 0.263
H: -3.155 1.569 -0.550
H: -2.588 -0.040 -0.775
H: -2.175 1.266 -1.884

Atomic forces in eV per Å
C 0.2 -4.7 1.1
C 1.8 4.5 -1.8
C 1.4 -1.5 -1.2
C 0.3 -0.2 0.7
C -0.6 1.5 -0.8
C 1.9 0.1 3.3
C -1.1 0.7 -2.1
C -1.1 -1.2 1.7
N -0.7 1.1 -1.7
C -0.6 -2.4 4.2
S -0.8 -0.4 0.8
N -0.3 0.1 0.4
H -1.6 1.8 0.0
H 0.6 0.0 1.3
H -0.7 0.0 -0.9
H -0.5 -0.3 0.4
H 0.2 -0.2 -1.8
H -1.5 0.6 -1.1
H -0.9 -0.7 -0.5
H -0.1 -0.5 -0.3
H 0.2 -0.8 0.2
H 0.5 -0.6 0.6
H 1.4 0.5 0.3
H -0.2 0.4 0.1
H 1.2 1.6 -0.1
H 1.0 0.7 -3.0

Results
net charge	0
multiplicity	1
max |F|	5.1	eV/Å
structure (SMILES)	Cc1cc([C@@H]2CCCN2C)sn1
LUMO	0.032	Eh

Results of the Mulliken charge analysis, in e, for atoms 1 through 6: atom 1 (C): -1.1008, atom 2 (C): 0.3630, atom 3 (C): -0.2889, atom 4 (C): 0.0363, atom 5 (C): 0.0359, atom 6 (C): -0.5736



An isolated ion of composition C9H14N3S and charge +1 in a non-equilibrium geometry. Source: the Open Molecules 2025 dataset; level of theory: the ωB97M-V functional and the def2-TZVPD basis.

Element x y z (Å)
C: 3.194 -1.373 -0.105
C: 3.535 0.950 0.135
C: 2.102 -0.552 -0.512
C: -1.837 -0.708 0.595
C: -0.223 -0.026 -1.373
C: 0.788 -0.981 -0.803
C: -1.006 0.210 -0.083
C: -2.188 -2.061 -0.002
C: -0.428 2.683 -0.136
N: 2.343 0.782 -0.324
N: -2.591 -0.505 1.603
N: -0.820 1.372 0.526
S: 4.441 -0.470 0.532
H: 3.200 -2.454 -0.040
H: 3.777 1.979 0.415
H: 0.224 0.875 -1.549
H: -0.833 -0.321 -2.220
H: 0.720 -2.005 -0.737
H: -2.140 -2.878 0.832
H: -1.496 -2.356 -0.903
H: -3.158 -1.987 -0.267
H: -0.703 3.393 0.581
H: 0.530 2.882 -0.495
H: -1.039 2.859 -0.932
H: -3.302 -1.179 1.743
H: -2.590 0.450 2.015
H: -0.499 1.422 1.505

Atomic forces in eV per Å
C -1.9 -0.3 -0.3
C -0.3 1.5 0.9
C 0.5 -0.7 1.4
C 1.5 -2.5 -4.2
C -1.2 -2.8 1.3
C 0.5 2.2 -1.2
C -0.1 -1.1 0.6
C 5.1 -1.8 0.6
C -1.0 -2.1 1.8
N 0.5 -0.1 -0.6
N -0.2 3.5 2.7
N 1.8 3.5 1.1
S 0.2 0.9 -0.4
H 0.0 0.1 -0.2
H 0.8 -0.6 -0.1
H 1.3 2.1 -0.8
H 0.1 -0.4 0.0
H -1.0 -2.2 -0.1
H 0.2 1.3 -1.6
H -1.6 0.4 1.9
H -3.3 0.0 -1.4
H -0.2 1.3 1.1
H 2.1 -0.6 0.0
H -2.0 0.2 -2.3
H -0.8 -0.2 0.8
H -0.6 -1.3 -0.1
H -0.6 -0.5 -0.7

Results
net charge	+1
multiplicity	1
max |F|	5.4	eV/Å
LUMO (alpha / beta)	-0.173 / -0.148	Eh

Results of the Mulliken charge analysis, in e, for atoms 1 through 6: atom 1 (C): -0.3228, atom 2 (C): -0.1464, atom 3 (C): -0.0904, atom 4 (C): 0.8001, atom 5 (C): -0.9149, atom 6 (C): -0.3009



C9H14N4O3 in the gas phase in a non-equilibrium geometry. Source: the Open Molecules 2025 dataset; level of theory: the ωB97M-V functional and the def2-TZVPD basis.

Element x y z (Å)
C: 2.525 2.071 1.023
C: 2.432 0.851 -0.108
N: 1.493 -0.300 0.312
C: 0.803 -1.213 -0.394
O: 1.007 -1.469 -1.546
C: -0.421 -1.973 0.464
N: -0.433 -1.682 1.718
C: -1.670 -1.557 -0.368
C: -2.423 -0.220 -0.446
C: -2.499 0.721 -1.467
N: -3.259 1.668 -0.905
C: -3.764 1.376 0.282
N: -3.546 0.085 0.629
C: 3.775 0.229 -0.241
O: 4.846 0.747 0.112
O: 3.717 -0.563 -1.347
H: 1.410 2.296 1.272
H: 2.835 3.174 0.469
H: 3.153 1.720 1.940
H: 2.139 1.315 -1.006
H: 1.187 -0.299 1.275
H: -0.289 -3.207 0.177
H: -1.248 -0.999 2.001
H: -0.506 -2.388 2.449
H: -2.386 -2.458 -0.102
H: -1.456 -1.894 -1.348
H: -2.238 0.646 -2.525
H: -3.299 2.371 -1.525
H: -4.585 2.004 0.686
H: 2.700 -1.051 -1.482

Atomic forces in eV per Å
C -1.6 0.7 -1.4
C -0.5 0.3 4.9
N -0.1 1.6 0.7
C -0.9 -0.2 2.9
O 0.8 -0.5 -2.4
C 1.5 -2.5 -8.7
N -2.6 3.4 8.5
C -2.7 -2.6 0.4
C -1.9 -1.8 1.8
C 1.0 -3.6 2.7
N 0.4 -0.2 -0.9
C -2.3 -2.4 0.9
N 4.5 2.5 -2.8
C 2.8 2.3 -3.5
O -2.7 -1.9 0.1
O -2.4 -2.6 0.7
H 1.9 -0.5 0.1
H -0.2 -3.6 1.7
H -1.1 1.1 -1.8
H -0.4 0.1 -1.3
H 0.1 0.2 0.2
H -0.1 3.5 0.9
H 2.0 -1.5 -0.9
H 0.4 -0.1 -0.7
H 0.6 2.2 -0.1
H 0.5 0.2 -1.4
H 0.3 0.5 0.7
H -1.4 4.1 -1.4
H 1.0 -0.4 0.0
H 3.1 1.8 0.2

Results
net charge	0
multiplicity	1
max |F|	9.5	eV/Å
structure (SMILES)	C[C@H](NC(=O)[C@@H](N)Cc1c[nH]cn1)C(=O)O
LUMO	0.015	Eh

Results of the Mulliken charge analysis, in e, for atoms 1 through 6: atom 1 (C): -1.0415, atom 2 (C): 0.0183, atom 3 (N): -0.2630, atom 4 (C): 0.3020, atom 5 (O): -0.7569, atom 6 (C): 0.4857



C9H14N4O4 in the gas phase in a non-equilibrium geometry. Source: the Open Molecules 2025 dataset; level of theory: the ωB97M-V functional and the def2-TZVPD basis.

Element x y z (Å)
N: 3.550 -0.202 1.692
C: 3.160 0.470 0.388
C: 4.111 0.179 -0.883
O: 4.437 -1.177 -0.714
C: 1.842 0.094 -0.267
O: 1.660 -0.941 -0.988
N: 0.809 0.916 0.028
C: -0.492 0.630 -0.310
C: -1.191 -0.150 0.861
C: -2.545 -0.764 0.531
C: -2.845 -2.004 0.058
N: -4.209 -1.793 -0.260
C: -4.598 -0.343 -0.090
N: -3.615 0.252 0.408
C: -1.302 1.945 -0.334
O: -1.100 2.941 0.426
O: -2.310 1.777 -1.225
H: 2.828 -0.227 2.379
H: 3.527 -1.239 1.473
H: 3.015 1.475 0.615
H: 5.164 0.751 -0.991
H: 3.314 0.442 -1.727
H: 3.705 -1.734 -1.111
H: 0.945 1.728 0.712
H: -0.780 0.060 -1.162
H: -0.986 0.682 1.647
H: -0.414 -0.939 1.108
H: -2.360 -3.242 0.110
H: -4.911 -2.179 -1.080
H: -5.572 0.099 -0.249
H: -2.839 2.497 -1.046

Atomic forces in eV per Å
N 0.1 -2.2 -2.6
C 0.7 -1.2 -0.5
C 0.1 1.4 0.8
O -0.8 -1.2 -1.7
C -1.4 -3.1 -0.1
O 0.3 2.4 1.7
N 2.6 1.5 1.1
C -3.9 0.9 0.8
C 2.2 -0.2 1.5
C 1.5 3.5 0.6
C -1.5 -1.9 0.1
N -5.4 1.0 -3.4
C 1.4 -4.7 -0.1
N 3.0 -1.0 1.3
C 0.9 1.3 1.3
O -1.0 -3.6 -3.0
O 3.1 -1.0 0.4
H -1.0 1.0 0.5
H 0.8 1.4 0.0
H 0.4 2.1 0.3
H -2.7 -1.0 0.4
H 2.6 -0.7 0.9
H 0.9 1.1 0.7
H -0.3 -1.6 -1.5
H 1.1 -0.2 -1.2
H -1.6 -1.9 -0.3
H -1.1 0.5 -0.3
H -1.5 4.7 -0.3
H 3.1 0.2 2.8
H -0.1 -0.6 -0.3
H -2.6 2.7 0.3

Results
net charge	0
multiplicity	1
max |F|	6.5	eV/Å
structure (SMILES)	N[C@@H](CO)C(=O)N[C@@H](Cc1c[nH]cn1)C(=O)O
LUMO	0.021	Eh

Results of the Mulliken charge analysis, in e, for atoms 1 through 6: atom 1 (N): -0.6815, atom 2 (C): -0.2674, atom 3 (C): -0.4060, atom 4 (O): -0.5562, atom 5 (C): 0.4296, atom 6 (O): -0.7239



C9H14NO as an isolated structure in a non-equilibrium geometry. Source: the Open Molecules 2025 dataset; level of theory: the ωB97M-V functional and the def2-TZVPD basis.

Element x y z (Å)
C: 1.120 -1.754 -3.228
C: 0.469 -1.153 -2.425
C: -1.003 1.181 1.267
C: 0.496 -0.820 1.690
C: -1.238 -0.836 -0.161
C: 0.318 1.693 0.614
C: 1.390 -0.539 0.577
C: -0.854 -0.425 1.224
C: -0.345 0.018 -1.039
N: 0.888 0.531 -0.245
O: -0.827 1.076 -1.698
H: 1.447 -2.020 -4.208
H: -1.168 1.652 2.249
H: -1.906 1.518 0.612
H: 0.431 -1.845 2.157
H: 0.724 -0.192 2.569
H: -0.962 -1.885 -0.281
H: -2.250 -0.499 -0.463
H: 0.085 2.513 0.066
H: 1.047 2.151 1.258
H: 2.438 -0.304 0.759
H: 1.586 -1.292 -0.191
H: -1.652 -0.732 1.907
H: 1.466 0.989 -0.979
H: -1.702 0.972 -2.034

Atomic forces in eV per Å
C -0.1 0.2 -1.3
C -1.7 2.9 4.1
C -0.1 -0.3 -1.3
C -0.9 -0.8 2.6
C 0.9 0.5 -0.9
C -0.7 -1.7 1.5
C 4.1 -1.2 -2.1
C -3.8 2.8 2.0
C 2.5 -2.6 -3.4
N -3.1 3.2 -1.3
O 1.3 0.5 0.7
H 0.4 -0.5 0.2
H 0.3 -0.6 -0.2
H 1.6 -0.7 1.1
H 0.7 0.7 -1.2
H 0.1 -0.1 -0.4
H -0.7 0.0 -0.5
H 0.3 -1.0 0.5
H -0.6 2.0 -2.6
H 0.8 -0.9 0.8
H -0.1 0.3 0.9
H -0.7 -0.9 0.4
H 0.3 -0.5 0.0
H 0.3 -1.0 0.7
H -1.2 -0.4 -0.5

Results
net charge	+1
multiplicity	1
max |F|	5.3	eV/Å
LUMO	-0.108	Eh

Results of the Mulliken charge analysis, in e, for atoms 1 through 6: atom 1 (C): 0.0071, atom 2 (C): -0.8008, atom 3 (C): -0.6505, atom 4 (C): -0.5291, atom 5 (C): -0.7279, atom 6 (C): -0.6992